1.
# C5H3N

A molecular structure, C5H3N at a distorted geometry (the ωB97M-V functional and the def2-TZVPD basis, the OMol25 dataset).

For the LUMO energy (alpha / beta), the calculation gives -0.04 / 0.09 eV. The value obtained for the total energy is -246.81098 a.u. Its energy relative to the best compared isomer or geometry (same formula, charge and spin) is 107.33 kcal per mole. The calculation puts the largest force on an atom at 6.05 eV/Å. As for the spin multiplicity: 1. Its total charge is 0.

Last column: Mulliken charge in e.
Geometry (Å):
1 C 0.837 0.346 0.154  0.274
2 C -1.247 0.582 -0.253  0.239
3 C -0.956 -1.126 0.547  -0.048
4 C -0.061 1.210 -0.350  -0.826
5 C 0.368 -0.884 0.646  -0.292
6 N -1.894 -0.546 -0.258  -0.394
7 H 1.944 0.070 0.190  0.295
8 H 0.170 2.039 -0.878  0.497
9 H 0.839 -1.691 0.202  0.256

2.
# C5H6ClNS

A single C5H6ClNS molecule at a distorted geometry (the ωB97M-V functional and the def2-TZVPD basis, the OMol25 dataset).

For the LUMO energy, the calculation gives 0.17 eV. The value obtained for the total energy is -1107.22126 a.u. Its energy relative to the best compared isomer or geometry (same formula, charge and spin) is 18.19 kcal per mole. The calculation puts the largest force on an atom at 1.14 eV/Å. As for the spin multiplicity: 1. Its total charge is 0.

Last column: Mulliken charge in e.
Geometry (Å):
1 C 0.491 1.898 0.282  -0.680
2 C 1.227 1.160 -0.542  -0.204
3 C 1.278 -0.314 -0.479  0.758
4 Cl 2.893 -0.960 -0.644  -0.210
5 C 0.268 -1.163 -0.309  -0.656
6 C -1.178 -0.795 -0.244  -0.034
7 N -1.734 -1.060 0.952  -0.316
8 S -2.030 -0.216 -1.519  -0.300
9 H 0.483 2.981 0.195  0.271
10 H -0.105 1.452 1.063  0.267
11 H 1.847 1.623 -1.328  0.268
12 H 0.474 -2.236 -0.242  0.370
13 H -1.183 -1.438 1.739  0.256
14 H -2.731 -0.932 1.078  0.210

3.
# C21H22I2IrN2OP

A molecular structure, C21H22I2IrN2OP (the ωB97M-V functional and the def2-TZVPD basis, the OMol25 dataset).

For the LUMO energy, the calculation gives -7.42 eV. The value obtained for the total energy is -2038.74040 a.u. Its energy relative to the best compared isomer or geometry (same formula, charge and spin) is 3.04 kcal per mole. The calculation puts the largest force on an atom at 0.42 eV/Å. As for the spin multiplicity: 1. Its total charge is +2.

Last column: Mulliken charge in e.
Geometry (Å):
1 Ir -0.288 0.078 0.755  1.174
2 I 4.248 -5.981 -0.217  0.179
3 C 2.745 -4.582 0.103  -0.563
4 C 1.436 -5.000 0.298  -0.256
5 C 0.432 -4.067 0.502  -0.259
6 I -1.511 -4.740 0.805  0.113
7 C 0.714 -2.698 0.510  0.547
8 O -0.344 -1.863 0.667  -0.791
9 C 2.038 -2.282 0.337  0.566
10 C 2.490 -0.856 0.464  -0.731
11 N 1.535 0.139 -0.111  -0.694
12 C 2.074 1.527 -0.029  -0.781
13 C 0.958 2.515 -0.194  0.736
14 C 1.155 3.786 -0.696  -0.876
15 C 0.071 4.645 -0.797  -0.356
16 C -1.182 4.192 -0.419  -0.919
17 C -1.311 2.907 0.069  -0.124
18 N -0.258 2.088 0.205  -0.034
19 C 3.038 -3.230 0.126  -0.938
20 H 1.196 -6.054 0.289  0.375
21 H 3.444 -0.724 -0.050  0.605
22 H 2.631 -0.559 1.508  0.317
23 H 1.410 -0.097 -1.101  0.492
24 H 2.860 1.661 -0.771  0.629
25 H 2.524 1.637 0.961  0.269
26 H 2.142 4.093 -1.012  0.489
27 H 0.201 5.647 -1.182  0.454
28 H -2.058 4.818 -0.510  0.459
29 H -2.270 2.495 0.347  0.601
30 H 4.060 -2.901 -0.017  0.428
31 C 0.351 -0.829 3.918  -0.996
32 P -0.323 0.484 2.899  1.273
33 C 0.034 2.066 3.661  -1.287
34 C -2.071 0.293 2.551  0.069
35 C -2.933 1.416 2.599  -0.868
36 C -4.266 1.271 2.308  -0.518
37 C -4.768 0.016 1.939  -0.544
38 C -3.941 -1.089 1.881  -0.983
39 C -2.593 -0.964 2.198  0.377
40 H 0.228 -1.789 3.417  0.224
41 H -0.177 -0.841 4.874  0.470
42 H 1.410 -0.651 4.110  0.410
43 H -0.525 2.136 4.597  0.493
44 H -0.234 2.895 3.010  0.351
45 H 1.099 2.115 3.891  0.412
46 H -2.553 2.382 2.910  0.440
47 H -4.933 2.120 2.375  0.462
48 H -5.820 -0.087 1.705  0.442
49 H -4.331 -2.058 1.602  0.453
50 H -1.965 -1.844 2.158  0.209

4.
# C44H40Br2N3O2RbSb2

A molecular structure, C44H40Br2N3O2RbSb2 (the ωB97M-V functional and the def2-TZVPD basis, the OMol25 dataset).

For the LUMO energy, the calculation gives -0.22 eV. The value obtained for the total energy is -7667.93285 a.u. Its energy relative to the best compared isomer or geometry (same formula, charge and spin) is 7.53 kcal per mole. The calculation puts the largest force on an atom at 0.61 eV/Å. As for the spin multiplicity: 1. Its total charge is 0.

Last column: Mulliken charge in e.
Geometry (Å):
1 Rb 1.463 0.071 1.049  0.713
2 Br 2.782 0.375 4.170  -0.096
3 C 4.614 0.135 3.629  -0.459
4 Br 4.875 -0.269 1.744  -0.140
5 H 5.028 -0.704 4.171  0.351
6 H 5.161 1.046 3.819  0.368
7 C 2.061 2.364 -0.798  -1.214
8 C 2.204 2.808 -2.245  0.267
9 C 2.608 1.675 -3.190  -1.854
10 Sb 1.767 -0.300 -2.791  0.965
11 C 1.460 -0.806 -4.839  0.164
12 C 0.247 -1.345 -5.258  -0.354
13 C 0.057 -1.711 -6.584  -0.599
14 C 1.078 -1.542 -7.509  -0.395
15 C 2.292 -1.007 -7.100  -0.520
16 C 2.480 -0.647 -5.773  -0.443
17 C -0.243 0.282 -2.357  -0.416
18 C -0.946 -0.327 -1.317  -0.766
19 C -2.216 0.117 -0.964  -0.346
20 C -2.800 1.170 -1.651  -0.541
21 C -2.115 1.776 -2.699  -0.625
22 C -0.848 1.331 -3.047  -0.221
23 Sb 1.934 3.838 0.775  0.915
24 C 3.605 5.029 0.174  0.048
25 C 4.800 4.441 -0.234  -0.336
26 C 5.907 5.212 -0.556  -0.585
27 C 5.836 6.595 -0.466  -0.407
28 C 4.656 7.196 -0.050  -0.563
29 C 3.551 6.418 0.269  -0.386
30 C 0.403 4.920 -0.259  -0.089
31 C 0.622 5.813 -1.305  -0.062
32 C -0.445 6.369 -1.998  -0.637
33 C -1.750 6.034 -1.665  -0.445
34 C -1.984 5.139 -0.631  -0.685
35 C -0.914 4.594 0.065  -0.345
36 H 2.859 1.659 -0.529  0.622
37 H 1.108 1.834 -0.716  -0.253
38 H 2.926 3.628 -2.332  0.597
39 H 1.244 3.223 -2.562  0.172
40 H 3.690 1.519 -3.143  0.501
41 H 2.377 1.943 -4.223  0.609
42 H -0.568 -1.477 -4.556  0.409
43 H -0.894 -2.128 -6.892  0.373
44 H 0.928 -1.826 -8.543  0.376
45 H 3.096 -0.872 -7.814  0.367
46 H 3.440 -0.235 -5.477  0.334
47 H -0.527 -1.143 -0.734  0.868
48 H -2.722 -0.371 -0.139  0.398
49 H -3.786 1.521 -1.374  0.428
50 H -2.565 2.598 -3.241  0.412
51 H -0.330 1.811 -3.871  0.452
52 H 4.872 3.359 -0.314  0.361
53 H 6.824 4.734 -0.878  0.391
54 H 6.697 7.202 -0.717  0.371
55 H 4.591 8.274 0.027  0.379
56 H 2.641 6.912 0.592  0.453
57 H 1.630 6.075 -1.603  0.411
58 H -0.252 7.062 -2.808  0.398
59 H -2.579 6.469 -2.209  0.391
60 H -2.996 4.862 -0.362  0.426
61 H -1.121 3.896 0.872  0.405
62 C -5.550 -4.238 7.520  -0.831
63 O -6.216 -4.619 6.336  -0.454
64 C -5.449 -5.056 5.293  0.884
65 C -4.070 -5.180 5.339  -0.445
66 C -3.377 -5.620 4.216  -0.232
67 C -4.062 -5.938 3.054  -0.126
68 C -5.457 -5.860 3.028  -0.297
69 C -6.143 -5.401 4.133  -0.553
70 N -3.383 -6.497 1.933  -0.834
71 N -2.420 -5.917 1.388  -0.214
72 C -2.026 -4.601 1.683  0.111
73 C -2.897 -3.547 1.892  -0.334
74 C -2.447 -2.246 2.035  -0.561
75 C -1.084 -1.880 2.002  0.118
76 O -0.677 -0.698 2.169  -1.000
77 C -0.145 -2.990 1.727  0.003
78 N 1.178 -2.710 1.611  -0.148
79 C 2.022 -3.688 1.379  -0.457
80 C 1.636 -5.032 1.269  -0.719
81 C 0.307 -5.340 1.352  -0.730
82 C -0.631 -4.315 1.571  1.250
83 H -6.324 -3.903 8.206  0.235
84 H -4.849 -3.417 7.341  0.342
85 H -5.012 -5.079 7.967  0.333
86 H -3.523 -4.935 6.238  0.359
87 H -2.298 -5.699 4.243  0.361
88 H -5.977 -6.154 2.126  0.395
89 H -7.222 -5.308 4.134  0.422
90 H -3.966 -3.708 1.931  0.380
91 H -3.167 -1.455 2.213  0.560
92 H 3.075 -3.433 1.287  0.390
93 H 2.385 -5.795 1.100  0.398
94 H -0.043 -6.359 1.250  0.486

5.
# CH3NSi

2 unconnected molecules or ions with the total composition CH3NSi at a distorted geometry (the ωB97M-V functional and the def2-TZVPD basis, the OMol25 dataset).

For the LUMO energy (alpha / beta), the calculation gives -1.45 / -0.72 eV. The value obtained for the total energy is -383.95967 a.u. Its energy relative to the best compared isomer or geometry (same formula, charge and spin) is 98.33 kcal per mole. The calculation puts the largest force on an atom at 1.22 eV/Å. As for the spin multiplicity: 1. Its total charge is 0.

Last column: Mulliken charge in e.
Geometry (Å):
1 C 1.208 -0.734 -1.080  0.193
2 N 2.100 -1.053 -1.754  -0.344
3 Si -0.076 -0.281 0.226  0.158
4 H 0.359 0.048 1.586  0.007
5 H -2.212 1.841 1.287  0.014
6 H -1.379 0.179 -0.265  -0.027

6.
# C6H12O3

A molecular structure, C6H12O3 at a distorted geometry (the ωB97M-V functional and the def2-TZVPD basis, the OMol25 dataset).

For the LUMO energy (alpha / beta), the calculation gives 0.02 / 0.02 eV. The value obtained for the total energy is -461.43346 a.u. Its energy relative to the best compared isomer or geometry (same formula, charge and spin) is 83.13 kcal per mole. The calculation puts the largest force on an atom at 4.18 eV/Å. As for the spin multiplicity: 1. Its total charge is 0.

Last column: Mulliken charge in e.
Geometry (Å):
1 C 0.322 2.505 0.199  -1.236
2 C 0.223 1.246 0.968  0.626
3 C -0.797 0.280 0.716  -0.379
4 O 1.132 0.961 1.895  -0.404
5 O -1.956 0.862 0.203  -0.540
6 H 1.906 1.540 1.791  0.358
7 H -2.231 0.418 -0.613  0.379
8 H -1.053 -0.336 1.576  0.402
9 H 1.330 2.924 0.218  0.501
10 H -0.423 3.215 0.572  0.280
11 H 0.085 2.274 -0.846  0.283
12 C -0.825 -1.564 -1.476  -1.677
13 C 0.937 -1.876 0.286  -1.490
14 C 0.196 -0.852 -0.584  1.476
15 O 0.969 -0.010 -1.221  -0.813
16 H 0.236 -2.468 0.883  0.343
17 H 1.492 -2.552 -0.367  0.413
18 H -1.509 -2.191 -0.897  0.313
19 H -1.397 -0.826 -2.042  0.447
20 H -0.287 -2.167 -2.210  0.407
21 H 1.651 -1.383 0.945  0.311

Copy entry 2 word for word.
# C5H6ClNS

A single C5H6ClNS molecule at a distorted geometry (the ωB97M-V functional and the def2-TZVPD basis, the OMol25 dataset).

For the LUMO energy, the calculation gives 0.17 eV. The value obtained for the total energy is -1107.22126 a.u. Its energy relative to the best compared isomer or geometry (same formula, charge and spin) is 18.19 kcal per mole. The calculation puts the largest force on an atom at 1.14 eV/Å. As for the spin multiplicity: 1. Its total charge is 0.

Last column: Mulliken charge in e.
Geometry (Å):
1 C 0.491 1.898 0.282  -0.680
2 C 1.227 1.160 -0.542  -0.204
3 C 1.278 -0.314 -0.479  0.758
4 Cl 2.893 -0.960 -0.644  -0.210
5 C 0.268 -1.163 -0.309  -0.656
6 C -1.178 -0.795 -0.244  -0.034
7 N -1.734 -1.060 0.952  -0.316
8 S -2.030 -0.216 -1.519  -0.300
9 H 0.483 2.981 0.195  0.271
10 H -0.105 1.452 1.063  0.267
11 H 1.847 1.623 -1.328  0.268
12 H 0.474 -2.236 -0.242  0.370
13 H -1.183 -1.438 1.739  0.256
14 H -2.731 -0.932 1.078  0.210

Question: Which value of total charge does entry 5 give?
Answer: 0